Computed, not measured: C30H41N9Ti as an isolated structure, with the ωB97M-V functional and the def2-TZVPD basis.

Results
M, Da: 575.588
Total charge: +4
ΔE to the lowest compared entry with this formula, charge and spin, kcal per mole: 5.1
Orbital gap, eV: 6.383

The geometry in XYZ format:
```
81
Properties=species:S:1:pos:R:3:forces:R:3
Ti 0.0747 0.2116 -0.5059 0.13 0.34 -0.73
C -2.9728 0.5352 -3.7515 -0.12 0.10 -0.08
C -1.8701 0.1594 -2.8392 0.04 0.09 -0.03
N -1.3345 0.9663 -1.9854 0.17 -0.28 0.14
C -1.8229 2.3456 -1.9702 -0.03 0.36 0.07
C -1.0604 3.1757 -0.9459 -0.24 0.00 -0.15
N 0.2617 2.5443 -0.7079 -0.19 -0.18 0.30
C 1.2088 3.0931 -1.7147 0.35 -0.14 -0.11
C 2.5258 2.3849 -1.6039 -0.17 0.14 0.02
N 2.2886 0.9555 -1.8528 -0.22 0.00 0.30
C 3.4869 0.1435 -1.5182 0.03 -0.22 0.24
C 3.1591 -0.6633 -0.2604 0.23 0.25 -0.18
N 1.8360 -1.1911 -0.5804 -0.59 -0.27 0.08
C 1.7519 -2.2979 -1.2300 -0.02 0.12 0.01
C 2.8146 -3.3305 -1.3453 0.22 -0.05 0.03
C 0.5157 -2.4160 -2.0333 -0.07 -0.12 -0.07
C 0.1882 -3.4997 -2.8363 -0.01 -0.01 0.00
C -0.9057 -3.4005 -3.6845 0.03 0.00 0.03
C -1.6313 -2.2165 -3.7175 -0.03 0.07 0.04
C -1.2514 -1.1787 -2.8798 -0.01 -0.15 -0.07
N -0.2027 -1.2851 -2.0526 -0.02 0.07 -0.05
H -2.6060 1.2091 -4.5356 0.05 -0.01 0.03
H -3.7471 1.0882 -3.2164 -0.01 -0.04 -0.02
H -3.4284 -0.3163 -4.2455 0.00 -0.01 0.02
H -2.8913 2.3756 -1.7429 0.01 -0.04 0.00
H -1.7100 2.7712 -2.9703 0.01 -0.08 -0.02
H -1.6169 3.2583 -0.0234 0.05 0.00 0.01
H -0.9335 4.1912 -1.3224 0.08 0.01 0.02
H 0.6083 2.8641 0.1946 -0.05 0.02 0.05
H 1.3376 4.1653 -1.5581 -0.10 0.02 -0.01
H 0.7896 2.9457 -2.7121 -0.08 0.02 0.02
H 2.9396 2.5000 -0.5989 0.04 -0.01 -0.01
H 3.2384 2.8114 -2.3135 0.07 -0.05 0.03
H 2.0984 0.8467 -2.8448 -0.12 -0.03 -0.03
H 4.3633 0.7705 -1.3548 -0.02 0.06 -0.08
H 3.7156 -0.5367 -2.3377 -0.02 0.03 -0.05
H 3.1147 -0.0128 0.6047 0.01 -0.05 0.03
H 3.9084 -1.4300 -0.0797 -0.05 -0.04 0.04
H 3.4593 -3.3513 -0.4696 -0.04 -0.03 0.01
H 3.4554 -3.1474 -2.2151 -0.07 0.04 -0.03
H 2.3893 -4.3233 -1.4755 -0.04 0.01 0.03
H 0.7795 -4.4043 -2.8273 0.03 0.03 0.03
H -1.1741 -4.2266 -4.3313 -0.01 0.00 0.01
H -2.4653 -2.1164 -4.3972 0.01 0.03 0.01
N -3.0345 -0.6063 -0.1101 0.12 0.05 -0.03
C -2.8931 0.5216 0.7246 0.03 -0.07 0.05
C -4.0092 1.0364 1.3806 -0.01 0.06 -0.05
C -3.8405 2.0589 2.2902 -0.01 -0.07 -0.04
C -2.5490 2.5278 2.5298 0.03 0.01 -0.03
C -1.5084 1.9809 1.8215 -0.01 0.05 0.15
N -1.6560 1.0028 0.8995 0.11 -0.12 -0.37
C -2.2675 -1.7220 0.2429 -0.02 -0.06 0.09
C -2.8667 -2.9707 0.3921 0.05 -0.04 0.00
C -2.1235 -4.0112 0.9100 -0.05 0.10 -0.03
C -0.8055 -3.7639 1.3001 0.01 0.01 0.00
C -0.2701 -2.5241 1.0608 0.08 -0.08 0.15
N -0.9626 -1.5135 0.4811 0.17 0.05 -0.09
H -4.0052 -0.8434 -0.2664 -0.05 -0.03 0.00
H -4.9862 0.6045 1.2024 0.00 0.00 0.01
H -4.6886 2.4616 2.8294 0.00 0.01 -0.02
H -2.3643 3.3192 3.2433 0.02 -0.02 0.01
H -0.5084 2.3610 1.9718 0.01 -0.03 0.01
H -3.9156 -3.0963 0.1534 0.00 0.00 0.03
H -2.5758 -4.9833 1.0613 0.01 0.00 0.00
H -0.2156 -4.5288 1.7858 0.03 0.02 0.00
H 0.7489 -2.3022 1.3403 -0.02 -0.01 0.00
C 0.8196 0.1133 4.7269 -0.03 -0.02 -0.12
C 1.8451 0.7767 3.7773 0.20 0.12 0.71
C 1.9585 2.2906 4.0694 -0.02 -0.02 -0.08
C 3.2258 0.0968 3.9017 -0.03 -0.01 -0.13
C 1.3615 0.6142 2.4280 -0.11 -0.16 -0.46
N 0.9745 0.4806 1.3486 0.21 0.23 0.30
H 1.1583 0.2745 5.7495 0.02 0.01 0.00
H 0.7534 -0.9613 4.5561 0.01 0.00 0.01
H -0.1716 0.5560 4.6210 0.01 0.01 0.02
H 2.3717 2.4045 5.0709 -0.01 -0.01 0.01
H 0.9836 2.7797 4.0534 0.00 0.00 0.01
H 2.6321 2.7906 3.3725 0.01 -0.01 0.01
H 3.5493 0.1897 4.9375 -0.01 0.01 0.00
H 3.9728 0.5819 3.2727 0.00 0.01 0.01
H 3.1774 -0.9650 3.6583 -0.01 -0.01 0.02
```
Positions in Å, forces in eV/Å.